232
Properties=species:S:1:pos:R:3:forces:R:3 method="wB97M-V/def2-TZVPD" charge=0 lumo_ev=0.53 smiles=COCCNCCOC.COCCNCCOC.COCCNCCOC.COCCNCCOC.COCCNCCOC.COCCNCCOC.COCCNCCOC.COCCNCCOC.OCCO.OCCO.OCCO.OCCO homo_lumo_gap_ev=8.80 fmax_ha_per_bohr=0.0633 spin_multiplicity=1 homo_ev=-8.3
C -23.383 -13.385 14.218 0.46 -1.48 -0.59
H -24.235 -14.876 21.976 0.87 -0.50 0.74
C -28.223 -17.981 8.167 0.52 0.29 0.38
C -21.015 -24.341 15.244 1.05 -0.36 3.06
H -16.247 -24.601 7.611 -0.36 0.40 -0.28
C -33.191 -17.044 11.637 -0.06 1.65 -1.45
H -21.107 -18.548 15.810 -0.39 -0.79 -0.30
C -34.432 -16.132 11.373 0.18 -0.71 0.64
N -29.296 -16.746 16.039 0.56 -1.66 1.63
H -23.736 -12.162 15.595 -0.06 0.44 0.07
H -18.883 -16.906 15.036 0.43 -0.16 0.37
H -25.765 -17.693 19.071 0.56 0.28 0.02
H -25.331 -19.105 12.281 -0.09 0.43 0.65
O -26.650 -14.676 10.971 -1.94 0.94 -0.37
H -22.488 -14.135 6.405 -0.30 -0.61 0.22
O -23.535 -22.692 6.532 1.32 -0.04 0.52
C -27.215 -16.932 6.271 -0.33 0.15 -0.05
H -23.555 -18.207 5.989 -0.42 -0.30 -0.23
H -22.851 -24.303 5.626 -0.09 -0.36 0.05
H -28.396 -23.713 10.295 -0.16 -0.34 -0.78
H -17.089 -15.720 16.173 -0.04 0.39 0.44
O -25.825 -21.767 11.070 -0.49 -0.55 0.09
H -23.827 -17.765 10.519 0.41 -0.43 1.12
C -22.807 -17.088 21.100 0.58 1.46 1.90
H -25.019 -12.149 12.835 0.04 0.23 0.14
H -18.970 -18.702 12.393 0.00 -0.57 0.33
H -24.751 -22.359 8.244 0.36 -0.09 0.13
H -22.752 -15.461 10.552 -0.03 0.54 0.02
C -18.236 -23.590 10.091 0.72 0.17 -0.56
H -22.796 -20.303 6.814 0.53 -0.31 0.36
C -17.044 -24.754 8.339 0.44 -0.01 0.56
H -34.965 -16.322 10.441 0.48 -0.41 -0.43
C -23.466 -13.705 6.622 -0.93 1.17 0.27
H -25.239 -19.757 15.037 0.10 0.31 -0.36
H -19.308 -14.709 10.786 0.43 0.22 -0.09
H -24.798 -18.782 18.007 -0.30 0.50 -0.76
H -24.353 -17.869 14.493 0.13 0.15 0.10
C -19.870 -14.260 11.604 0.37 -0.42 0.37
C -33.274 -14.184 10.490 0.17 -1.20 0.62
H -15.495 -13.742 16.334 -0.06 -0.43 0.10
H -31.237 -18.461 12.981 -0.22 -0.01 -0.66
O -27.846 -14.180 15.552 0.42 -1.30 -1.47
H -19.520 -13.792 13.737 0.08 1.17 -0.24
H -30.144 -18.379 16.972 0.04 -0.15 0.47
H -20.171 -15.862 13.292 -0.30 -1.15 0.59
H -24.033 -14.076 14.755 -0.26 -0.10 0.04
C -29.125 -18.116 16.687 -0.81 0.28 0.22
C -27.319 -23.555 10.255 0.81 0.15 0.57
H -19.822 -17.851 8.757 -0.40 -0.42 0.15
C -25.544 -20.781 14.822 0.15 0.63 0.58
O -34.195 -14.718 11.441 -0.12 -0.09 0.65
H -27.712 -18.913 7.926 -0.34 -0.31 -0.34
H -27.237 -16.691 15.541 0.23 -0.12 0.09
N -25.142 -15.503 6.291 -1.60 0.71 -1.50
C -24.649 -14.220 5.752 1.15 -0.32 1.74
H -28.319 -18.991 18.696 -0.96 -0.69 -0.51
O -17.104 -13.974 14.976 1.10 -1.20 0.49
C -23.600 -24.106 6.393 0.52 0.69 -0.48
H -33.430 -13.120 10.314 -0.58 -0.23 -0.09
H -32.525 -16.797 10.810 0.31 -0.27 -0.23
H -27.295 -14.813 6.002 0.43 0.55 0.79
H -29.249 -17.886 7.811 -0.14 -0.51 -0.01
H -26.588 -15.671 4.739 0.46 -0.08 -0.21
O -24.938 -13.015 12.427 -1.29 0.71 -0.41
O -28.058 -14.397 8.372 1.08 0.45 -0.78
H -24.963 -20.510 5.847 0.79 0.08 -0.66
H -32.489 -15.768 13.052 0.06 0.16 0.02
H -24.472 -18.097 7.538 -0.18 0.42 -0.39
H -18.829 -24.503 10.055 -0.54 0.15 0.09
H -29.104 -16.082 16.776 -0.47 0.33 0.40
O -23.673 -13.727 8.044 1.78 -2.12 -1.04
H -25.668 -15.266 21.374 -0.21 -0.76 -1.42
C -15.748 -13.589 15.285 -0.97 0.97 -0.01
O -23.104 -17.947 16.174 -0.08 -0.07 -2.57
H -22.893 -17.512 22.100 -0.45 -0.33 0.29
H -33.393 -18.112 11.548 -0.45 0.03 0.06
H -25.999 -16.320 11.773 -0.36 0.41 -0.27
H -20.400 -24.362 14.344 0.33 0.52 0.19
H -23.815 -14.605 12.508 0.53 -0.14 0.04
C -21.673 -15.354 10.437 0.60 -0.09 0.27
N -21.629 -23.043 15.488 -0.99 -0.20 -1.74
H -19.657 -23.769 16.959 -0.25 0.69 -0.38
H -22.041 -16.331 21.266 0.10 0.58 -0.42
O -21.180 -18.216 7.121 -0.19 0.14 0.18
H -32.263 -14.260 10.889 0.32 -0.10 0.01
H -20.143 -13.227 11.387 0.57 0.31 -0.06
H -28.527 -12.312 15.162 -0.66 0.04 -0.21
C -17.295 -15.394 15.153 -1.84 0.10 0.02
H -25.708 -20.305 7.259 0.24 0.49 1.17
C -20.156 -24.651 16.556 0.96 -0.43 -0.81
H -26.996 -12.275 15.732 0.75 -0.72 0.13
H -30.363 -15.815 11.590 0.15 0.27 0.49
H -27.322 -12.687 14.035 0.52 -0.98 -0.16
C -23.288 -17.763 14.701 -0.22 0.08 1.89
H -28.162 -17.131 5.769 -0.32 0.45 -0.31
C -28.692 -14.478 9.590 -1.05 0.29 0.80
H -14.968 -13.988 14.637 -0.23 -0.51 -0.14
H -22.707 -20.712 15.013 0.33 0.33 -0.23
O -25.496 -16.966 12.274 -0.19 -1.32 0.77
O -21.090 -14.962 11.679 -0.97 -0.71 0.43
H -24.218 -14.253 4.751 -0.43 -0.42 -0.23
C -19.080 -14.405 12.950 -0.17 1.14 -0.87
O -20.337 -20.198 11.893 -0.98 0.64 0.43
H -27.699 -12.853 10.595 0.54 0.02 -0.39
C -24.756 -15.784 21.670 0.36 -0.13 -0.41
H -17.839 -25.369 7.918 -0.31 0.22 -0.18
H -25.479 -13.515 5.788 0.17 0.47 -0.22
H -24.311 -19.664 9.084 0.72 -0.17 -0.60
H -27.783 -15.299 8.193 0.45 -0.36 -0.53
H -22.736 -18.508 14.128 0.17 -0.07 0.14
H -18.379 -21.481 9.960 0.30 0.31 -0.10
N -32.549 -16.765 12.906 1.42 -1.05 0.19
H -22.355 -17.892 8.735 -0.20 0.07 0.36
H -23.116 -18.874 20.320 0.45 -1.20 -0.42
H -28.884 -18.843 15.912 0.38 0.08 -0.03
H -16.576 -15.971 14.571 -0.17 0.05 -0.63
H -28.342 -17.213 14.283 0.08 -0.22 -0.12
H -23.543 -21.048 13.440 0.26 0.17 -0.27
H -29.619 -13.935 9.407 -0.30 0.43 0.88
H -28.504 -13.852 11.684 -0.10 -0.66 0.24
H -20.291 -22.527 8.766 0.28 -0.28 -0.06
O -26.809 -18.406 17.494 -0.34 -0.40 -1.00
H -18.015 -14.207 12.836 -0.27 0.76 -0.31
H -20.592 -18.843 18.055 0.18 -0.01 0.17
H -15.734 -12.508 15.146 0.01 0.03 -0.07
H -28.320 -17.327 18.507 0.30 0.63 -0.01
H -20.254 -18.175 11.435 -0.31 0.08 -0.36
H -22.928 -13.129 12.057 0.21 0.09 0.15
H -29.282 -14.965 14.177 -0.40 0.41 0.29
C -24.726 -20.620 6.905 -0.43 -0.93 -0.58
C -25.777 -18.585 18.444 -0.41 0.82 1.11
H -27.669 -15.170 13.630 0.67 0.49 0.14
H -21.699 -25.177 15.093 -0.50 -0.09 0.18
H -26.746 -18.463 11.436 -0.10 0.08 -0.06
H -21.271 -16.995 16.374 -0.18 0.60 0.54
C -27.129 -22.090 10.641 0.16 -0.82 -0.25
N -23.541 -19.917 7.376 -0.35 1.23 -0.80
C -30.135 -16.848 11.856 -2.08 -0.82 0.17
H -22.362 -13.665 14.474 0.27 -0.34 -0.42
O -27.481 -16.898 7.667 1.01 0.28 -0.07
O -24.631 -19.623 9.988 -0.63 0.97 0.12
C -23.567 -18.459 7.049 0.29 -0.09 0.87
H -25.112 -16.464 22.444 0.60 0.15 0.49
H -26.059 -13.976 11.258 0.80 -0.04 0.50
H -18.939 -19.140 10.713 -0.13 -0.24 -0.31
C -20.007 -25.556 18.711 0.11 -0.22 0.11
H -24.578 -24.432 6.037 -0.21 0.03 -0.04
N -22.077 -17.662 18.871 -1.57 1.47 1.17
C -19.022 -22.275 10.339 0.98 -0.86 0.01
H -20.604 -26.122 19.426 0.00 0.29 0.13
H -27.364 -21.525 9.739 -0.29 0.27 -0.06
H -25.496 -21.135 10.426 0.58 0.50 0.18
C -28.186 -18.236 17.921 1.50 0.34 -0.13
H -23.015 -23.606 13.895 -0.75 -0.07 0.52
H -22.181 -19.559 10.879 0.53 0.86 0.34
O -24.479 -21.654 15.108 -1.91 -0.86 1.14
H -21.309 -18.408 20.594 -0.30 -0.84 0.43
O -20.828 -25.261 17.633 -1.68 -0.02 -0.75
C -21.733 -17.975 16.494 0.25 0.11 0.07
H -19.582 -15.421 15.495 0.40 0.82 0.47
H -25.945 -24.441 9.166 -0.07 0.06 0.09
H -30.618 -17.189 13.841 -0.74 0.54 0.63
O -26.691 -23.858 9.008 -0.62 0.15 -0.13
H -19.314 -25.312 16.352 0.19 -0.30 -0.68
C -22.302 -18.156 20.221 0.58 0.24 -0.77
H -16.550 -25.382 9.080 -0.06 -0.03 0.57
H -20.042 -16.580 7.564 0.01 0.34 0.15
H -26.893 -24.236 10.992 -0.02 0.24 0.41
H -19.159 -17.994 7.108 -0.07 -0.29 0.12
H -25.701 -13.399 8.055 -0.27 -0.10 0.27
H -21.372 -14.667 9.646 -0.47 0.24 -0.07
O -17.470 -23.509 8.867 -0.47 0.02 -0.55
O -24.017 -16.533 20.667 -1.56 0.81 -0.04
C -23.308 -21.417 14.438 0.85 -1.58 -0.19
H -26.369 -20.914 15.522 0.09 -0.59 0.03
C -18.803 -15.834 14.854 1.02 -0.56 -0.74
H -26.609 -17.787 5.973 0.53 -0.11 0.39
H -35.138 -16.462 12.135 -0.26 0.96 0.35
C -25.705 -18.266 11.694 2.17 1.14 -1.75
H -19.174 -26.200 18.431 0.27 -0.12 -0.24
H -17.466 -23.744 10.847 -0.21 0.14 0.57
C -22.490 -22.750 14.319 0.69 2.15 -0.46
H -25.840 -19.388 19.178 -1.00 -0.65 -0.12
H -19.591 -24.646 19.144 0.02 0.13 0.31
H -22.511 -16.614 7.529 0.09 0.17 -0.30
H -24.631 -12.013 8.252 -0.37 0.54 0.16
H -21.827 -22.483 13.496 0.60 -0.13 -0.07
C -19.603 -19.038 11.571 0.00 0.67 0.28
H -28.189 -17.896 9.253 -0.22 0.12 -0.09
C -30.018 -18.923 10.721 -1.18 0.78 -0.21
H -29.102 -16.951 12.187 0.19 0.01 0.20
H -23.356 -12.662 6.326 0.08 0.44 -0.06
H -22.190 -21.114 11.535 0.49 -0.25 0.51
H -29.025 -15.506 9.736 0.19 -0.24 0.54
C -21.073 -20.965 9.715 -0.41 -0.76 0.49
H -22.013 -21.193 9.211 -0.01 0.08 -0.25
H -30.829 -19.451 11.223 -0.01 -0.08 0.15
H -19.104 -22.118 11.415 -0.09 -0.13 -0.08
C -21.629 -18.553 17.882 0.84 -1.03 -0.76
C -28.229 -16.524 15.120 0.84 -0.05 -0.85
C -20.012 -17.661 7.700 0.01 0.64 -0.93
H -24.804 -13.150 9.602 -0.05 -0.13 -0.12
H -25.193 -17.524 9.705 -0.91 -0.59 -0.84
H -20.555 -20.231 9.098 0.18 0.39 0.06
O -30.337 -17.514 10.642 1.06 -1.58 -1.10
H -23.337 -24.667 7.289 -0.03 0.18 0.29
H -33.317 -14.821 9.607 0.03 0.47 -0.50
H -27.867 -21.882 11.416 -0.03 0.27 0.22
H -29.102 -19.125 11.276 0.29 0.10 -0.19
H -22.211 -23.080 16.312 -0.09 -0.23 0.22
H -25.420 -22.584 6.599 -1.19 0.22 0.72
H -25.118 -15.408 7.296 -0.14 -0.07 0.31
C -24.633 -22.114 7.188 -0.96 -0.27 -1.31
H -30.020 -19.306 9.700 0.40 0.06 0.08
C -28.272 -15.158 14.538 0.17 1.01 0.24
C -22.396 -17.689 7.664 0.36 -1.44 0.34
N -20.328 -22.259 9.739 -1.30 0.48 0.07
C -31.168 -17.375 12.918 0.55 1.43 0.72
C -24.773 -13.061 8.516 -0.66 1.22 -0.24
C -23.686 -13.543 12.721 0.55 -0.57 0.68
H -22.218 -19.470 17.861 -0.08 -0.51 -0.07
N -19.185 -15.717 13.451 -0.01 -1.38 -0.50
C -27.899 -13.909 10.780 0.22 -0.76 -0.70
C -24.792 -18.259 10.402 -0.80 -0.32 0.83
H -22.962 -16.756 14.439 0.05 0.06 -0.13
C -21.508 -20.390 11.089 1.13 -1.43 -1.52
H -21.345 -16.343 10.116 0.44 -0.22 0.19
H -23.023 -17.403 18.631 -0.10 0.68 -0.72
C -27.606 -12.888 15.068 -1.48 1.63 0.47
C -26.575 -15.613 5.827 0.36 -1.88 -0.16
O -23.589 -12.083 14.650 -0.51 1.15 0.20
H -25.917 -20.887 13.803 0.12 -0.03 -0.23

35
Properties=species:S:1:pos:R:3:forces:R:3 method="wB97M-V/def2-TZVPD" charge=0 lumo_ev="0.55 / 0.52" homo_lumo_gap_ev="8.52 / 8.17" fmax_ha_per_bohr=0.0889 spin_multiplicity=1 homo_ev="-8.0 / -7.6"
H -1.095 0.623 -2.127 -1.53 -0.25 0.39
H -1.477 -0.969 -1.733 0.47 -1.78 -0.06
H 1.083 1.704 1.147 -1.78 0.77 0.25
H -4.363 -0.377 0.053 0.77 -0.27 -0.01
H -3.271 2.090 -0.887 -0.05 -0.01 -0.91
H 1.732 -0.013 -1.704 0.16 0.83 -0.55
H -3.180 -1.768 0.242 -0.13 1.65 0.53
H 4.586 0.730 -0.052 -0.91 -0.23 -0.52
H 2.568 1.689 -1.397 0.16 -1.01 -0.36
H -1.834 2.604 -0.033 0.40 -0.63 -0.31
H 0.947 1.479 -0.871 1.00 -1.55 -0.62
H -1.227 -2.951 -0.819 -0.59 0.30 0.11
C -1.925 -0.029 -1.702 -1.21 1.76 0.92
C 3.866 -0.101 0.129 0.60 -0.25 -0.26
H 2.359 1.202 2.303 -0.33 -0.55 0.84
H -3.244 2.206 0.687 -2.28 0.37 3.77
H -3.415 -0.397 1.478 -0.04 -0.24 1.70
N 1.539 -0.849 0.546 0.92 1.22 -1.52
C 1.905 0.864 -1.073 -1.21 1.86 0.71
H -0.628 -3.034 1.547 -0.15 0.37 0.43
H 3.985 -0.918 -0.628 -0.27 1.02 0.19
C 2.383 0.341 0.272 0.13 -0.02 -0.37
H 0.818 -3.629 -0.224 -0.07 0.32 0.42
N -0.950 0.192 0.614 0.86 -0.30 -2.29
H 4.362 -0.536 0.982 -0.51 -0.35 1.02
C -2.646 1.871 -0.039 2.03 -1.97 -3.01
H 1.659 -1.294 1.394 0.50 -0.85 2.35
C -3.363 -0.658 0.463 0.67 0.35 -2.73
N 0.489 -1.130 -0.147 -1.14 2.09 0.43
C -2.201 0.303 -0.123 -0.89 0.88 -1.79
C 2.074 1.442 1.301 4.39 0.81 -0.96
Si -0.235 -2.621 0.198 0.08 -2.54 -1.06
H -1.230 -0.269 1.426 -0.07 -1.18 2.21
H -2.916 -0.104 -2.306 1.82 0.63 0.94
H 2.846 2.308 1.083 -1.79 -1.26 0.10